{
  "formula": "C82H184F6N6O6P2",
  "method": "wB97M-V/def2-TZVPD",
  "multiplicity": 1,
  "e_homo_ev": -14.015,
  "total_charge": 6,
  "species": ["C", "C", "C", "N", "C", "C", "C", "C", "C", "H", "H", "H", "H", "H", "H", "H", "H", "H", "H", "H", "H", "H", "H", "H", "H", "H", "H", "C", "C", "C", "N", "C", "C", "C", "C", "C", "H", "H", "H", "H", "H", "H", "H", "H", "H", "H", "H", "H", "H", "H", "H", "H", "H", "H", "C", "C", "C", "N", "C", "C", "C", "C", "C", "H", "H", "H", "H", "H", "H", "H", "H", "H", "H", "H", "H", "H", "H", "H", "H", "H", "H", "C", "C", "C", "N", "C", "C", "C", "C", "C", "H", "H", "H", "H", "H", "H", "H", "H", "H", "H", "H", "H", "H", "H", "H", "H", "H", "H", "C", "N", "C", "C", "C", "C", "O", "H", "H", "H", "H", "H", "H", "H", "H", "H", "H", "H", "H", "H", "H", "C", "N", "C", "C", "C", "C", "O", "H", "H", "H", "H", "H", "H", "H", "H", "H", "H", "H", "H", "H", "H", "C", "C", "C", "C", "P", "C", "C", "C", "C", "C", "C", "C", "C", "C", "C", "C", "C", "H", "H", "H", "H", "H", "H", "H", "H", "H", "H", "H", "H", "H", "H", "H", "H", "H", "H", "H", "H", "H", "H", "H", "H", "H", "H", "H", "H", "H", "H", "H", "H", "H", "H", "H", "H", "C", "C", "C", "C", "P", "C", "C", "C", "C", "C", "C", "C", "C", "C", "C", "C", "C", "H", "H", "H", "H", "H", "H", "H", "H", "H", "H", "H", "H", "H", "H", "H", "H", "H", "H", "H", "H", "H", "H", "H", "H", "H", "H", "H", "H", "H", "H", "H", "H", "H", "H", "H", "H", "C", "O", "O", "C", "F", "F", "F", "C", "C", "H", "H", "H", "H", "H", "H", "C", "O", "O", "C", "F", "F", "F", "C", "C", "H", "H", "H", "H", "H", "H"],
  "positions_angstrom": [[-2.375, 3.863, -0.889], [-3.883, 3.647, -0.929], [-4.555, 3.641, -2.308], [-6.098, 3.718, -2.173], [-6.579, 2.728, -1.131], [-6.746, 3.428, -3.532], [-7.737, 4.595, -3.806], [-7.101, 5.737, -3.033], [-6.677, 5.125, -1.762], [-2.229, 4.916, -1.133], [-1.995, 3.235, -1.695], [-1.756, 3.775, 0.004], [-4.417, 4.355, -0.295], [-4.171, 2.676, -0.527], [-4.305, 2.654, -2.695], [-4.336, 4.406, -3.054], [-7.660, 2.649, -1.244], [-6.263, 2.966, -0.115], [-6.052, 1.832, -1.457], [-7.189, 2.437, -3.630], [-5.979, 3.495, -4.303], [-8.615, 4.453, -3.175], [-7.911, 4.830, -4.856], [-7.744, 6.614, -2.950], [-6.204, 6.079, -3.548], [-7.561, 4.995, -1.137], [-5.950, 5.739, -1.230], [3.352, -0.739, 8.384], [3.073, 0.280, 7.225], [1.587, 0.517, 6.970], [1.331, 1.425, 5.744], [1.942, 0.931, 4.426], [1.753, 2.874, 6.120], [0.977, 3.661, 5.018], [-0.362, 2.980, 4.849], [-0.160, 1.600, 5.493], [2.974, -0.293, 9.304], [4.391, -1.063, 8.451], [2.763, -1.646, 8.247], [3.581, -0.147, 6.360], [3.593, 1.223, 7.393], [0.955, 0.820, 7.805], [1.183, -0.456, 6.692], [1.566, 1.422, 3.529], [1.773, -0.141, 4.330], [2.990, 1.138, 4.643], [2.832, 3.028, 6.112], [1.441, 3.138, 7.130], [1.560, 3.723, 4.099], [0.870, 4.703, 5.321], [-0.570, 2.924, 3.780], [-1.277, 3.402, 5.265], [-0.415, 0.720, 4.903], [-0.646, 1.590, 6.469], [-0.660, 1.088, 1.405], [-0.425, -0.412, 1.553], [0.964, -0.752, 1.050], [1.208, -2.296, 0.848], [1.178, -2.862, 2.302], [2.603, -2.624, 0.238], [2.261, -3.203, -1.108], [1.000, -3.945, -0.804], [0.162, -2.880, -0.120], [-1.633, 1.405, 1.778], [-0.655, 1.406, 0.362], [0.123, 1.638, 1.927], [-1.116, -1.032, 0.982], [-0.592, -0.672, 2.599], [1.758, -0.357, 1.685], [1.137, -0.238, 0.104], [2.053, -2.461, 2.815], [1.183, -3.946, 2.186], [0.208, -2.594, 2.720], [3.151, -3.196, 0.987], [3.214, -1.722, 0.232], [2.980, -3.871, -1.581], [1.970, -2.467, -1.858], [1.013, -4.860, -0.212], [0.436, -4.233, -1.691], [-0.662, -3.195, 0.520], [-0.169, -2.094, -0.800], [-3.742, 2.885, 6.990], [-4.487, 2.493, 5.728], [-4.837, 0.954, 5.804], [-5.623, 0.409, 4.536], [-6.107, -1.061, 4.746], [-4.726, 0.415, 3.274], [-5.334, 1.437, 2.340], [-6.399, 2.243, 3.142], [-6.957, 1.285, 4.202], [-3.500, 3.941, 7.111], [-2.795, 2.347, 7.047], [-4.298, 2.681, 7.905], [-3.950, 2.712, 4.805], [-5.375, 3.117, 5.628], [-5.459, 0.628, 6.638], [-3.963, 0.303, 5.795], [-5.229, -1.662, 4.983], [-6.600, -1.459, 3.859], [-6.831, -1.030, 5.560], [-4.780, -0.588, 2.849], [-3.703, 0.694, 3.527], [-5.812, 0.946, 1.492], [-4.612, 2.176, 1.991], [-7.227, 2.601, 2.531], [-5.861, 3.109, 3.526], [-7.578, 0.601, 3.624], [-7.342, 1.613, 5.168], [-2.795, -4.679, 1.901], [-4.129, -4.218, 1.417], [-5.094, -4.353, 2.614], [-3.916, -2.690, 0.969], [-4.460, -5.127, 0.175], [-5.909, -4.967, -0.421], [-6.842, -5.579, 0.456], [-2.061, -4.830, 1.109], [-3.029, -5.599, 2.436], [-2.514, -4.010, 2.715], [-4.776, -3.615, 3.351], [-5.146, -5.384, 2.965], [-6.022, -3.937, 2.221], [-3.603, -2.256, 1.919], [-4.911, -2.387, 0.641], [-3.183, -2.495, 0.187], [-4.250, -6.180, 0.366], [-3.729, -4.783, -0.556], [-6.090, -5.611, -1.281], [-6.264, -3.992, -0.754], [-7.557, -4.975, 0.669], [1.353, -5.956, 8.200], [0.720, -5.831, 6.726], [1.150, -7.051, 5.959], [-0.827, -5.973, 6.762], [1.177, -4.494, 6.098], [2.647, -4.187, 6.148], [3.419, -4.926, 5.245], [2.428, -6.135, 8.184], [0.925, -6.876, 8.598], [1.008, -5.070, 8.734], [0.696, -7.896, 6.478], [2.238, -7.091, 6.011], [0.717, -7.027, 4.959], [-1.230, -5.177, 7.388], [-1.122, -6.937, 7.179], [-1.148, -5.741, 5.747], [0.668, -3.788, 6.755], [0.817, -4.509, 5.069], [3.118, -4.271, 7.127], [2.842, -3.188, 5.760], [3.786, -4.272, 4.645], [1.464, 2.749, -0.813], [2.438, 2.490, 0.335], [3.807, 2.106, -0.184], [4.846, 2.300, 0.932], [6.604, 2.101, 0.468], [6.934, 0.338, 0.366], [6.542, -0.302, -0.979], [6.498, -1.850, -0.789], [6.142, -2.694, -2.041], [6.953, 2.994, -1.074], [8.480, 3.087, -1.354], [9.015, 4.445, -0.969], [10.508, 4.664, -1.283], [7.710, 2.706, 1.829], [7.373, 2.018, 3.268], [7.860, 2.729, 4.574], [6.633, 3.095, 5.371], [1.819, 3.561, -1.449], [0.491, 3.054, -0.428], [1.233, 1.903, -1.461], [2.064, 1.770, 1.063], [2.395, 3.508, 0.721], [4.013, 2.704, -1.072], [3.779, 1.089, -0.574], [4.794, 1.591, 1.758], [4.773, 3.325, 1.297], [6.393, -0.051, 1.229], [8.006, 0.356, 0.559], [7.273, -0.258, -1.787], [5.628, 0.144, -1.371], [5.811, -2.038, 0.036], [7.493, -2.186, -0.498], [6.839, -2.610, -2.874], [5.153, -2.369, -2.365], [6.062, -3.745, -1.765], [6.431, 3.926, -0.858], [6.493, 2.537, -1.950], [8.760, 2.736, -2.348], [9.058, 2.413, -0.722], [8.808, 4.646, 0.082], [8.393, 5.237, -1.387], [10.847, 5.663, -1.008], [10.569, 4.748, -2.368], [11.197, 3.943, -0.844], [7.498, 3.774, 1.780], [8.751, 2.517, 1.568], [7.942, 1.089, 3.264], [6.406, 1.565, 3.489], [8.429, 3.611, 4.279], [8.458, 2.071, 5.204], [6.961, 3.611, 6.273], [6.077, 2.214, 5.691], [5.936, 3.766, 4.868], [-4.411, 4.905, -6.758], [-4.474, 3.605, -7.479], [-3.152, 3.051, -7.831], [-2.360, 2.478, -6.603], [-0.603, 2.017, -6.987], [-0.528, 0.624, -8.179], [0.785, 0.720, -9.050], [1.191, -0.676, -9.676], [1.592, -1.822, -8.629], [0.206, 3.490, -7.620], [0.160, 4.668, -6.607], [1.025, 5.886, -7.058], [0.384, 6.587, -8.296], [0.025, 1.446, -5.378], [1.442, 0.906, -5.562], [1.854, 0.149, -4.311], [3.267, 0.121, -3.972], [-5.280, 5.194, -6.168], [-4.251, 5.687, -7.500], [-3.583, 4.967, -6.052], [-5.203, 3.748, -8.277], [-5.000, 2.884, -6.853], [-2.585, 3.789, -8.399], [-3.228, 2.315, -8.632], [-2.759, 1.619, -6.064], [-2.198, 3.264, -5.866], [-1.384, 0.623, -8.854], [-0.532, -0.258, -7.538], [1.574, 1.111, -8.409], [0.699, 1.567, -9.730], [2.068, -0.380, -10.252], [0.416, -1.023, -10.360], [2.160, -1.398, -7.801], [2.280, -2.590, -8.982], [0.704, -2.300, -8.216], [-0.185, 3.692, -8.617], [1.268, 3.250, -7.681], [0.440, 4.294, -5.622], [-0.903, 4.880, -6.495], [2.052, 5.569, -7.237], [1.064, 6.558, -6.200], [0.298, 5.909, -9.145], [1.055, 7.395, -8.587], [-0.647, 6.910, -8.149], [-0.766, 0.741, -5.123], [-0.063, 2.232, -4.627], [2.027, 1.818, -5.681], [1.443, 0.287, -6.459], [1.515, -0.887, -4.299], [1.299, 0.626, -3.503], [3.671, 1.030, -3.527], [3.733, -0.108, -4.931], [3.444, -0.671, -3.244], [-1.295, -8.145, 0.529], [-0.574, -8.511, -0.627], [-2.412, -9.024, 0.621], [-0.346, -7.959, 1.890], [0.556, -6.972, 1.920], [-1.130, -7.748, 2.952], [0.364, -9.109, 2.088], [0.415, -7.581, -1.236], [1.140, -8.250, -2.424], [0.353, -8.746, -2.991], [1.418, -7.499, -3.164], [1.943, -8.964, -2.238], [1.120, -7.164, -0.517], [-0.070, -6.718, -1.693], [-1.594, -7.178, 0.125], [-3.582, -1.648, -3.669], [-2.472, -2.063, -4.430], [-4.174, -2.766, -3.051], [-3.409, -0.303, -2.763], [-2.989, 0.709, -3.533], [-4.574, 0.114, -2.203], [-2.556, -0.263, -1.761], [-1.220, -2.180, -3.824], [-0.277, -2.695, -4.972], [-0.298, -2.160, -5.921], [0.772, -2.646, -4.680], [-0.515, -3.713, -5.282], [-1.297, -2.929, -3.036], [-0.637, -1.347, -3.432], [-4.188, -1.389, -4.537]],
  "forces_ev_per_angstrom": [[-0.355, 0.820, -1.391], [-0.864, 0.091, 1.108], [-0.617, -0.054, 0.330], [-0.491, 0.422, 1.066], [0.583, -0.415, -1.359], [-0.306, 0.904, -1.158], [0.408, -0.142, 1.716], [0.916, 0.811, -1.692], [0.428, -0.090, 0.274], [0.284, 0.014, -0.491], [0.640, 0.101, 0.067], [-0.749, -0.680, 0.380], [0.206, 0.321, 0.144], [0.378, -0.193, 0.204], [-0.424, 0.094, -0.638], [0.464, 0.147, 0.347], [0.157, -0.113, 0.208], [-0.206, 0.427, -0.270], [-0.535, -0.512, 0.379], [0.099, -0.003, 0.605], [0.298, -0.087, 0.225], [-0.754, -0.565, -0.936], [-0.238, -0.390, 0.216], [-0.059, -0.163, 0.295], [0.130, 0.229, -0.237], [0.233, -0.539, 0.223], [0.174, -0.411, 0.076], [-1.091, 0.764, -0.341], [0.746, -0.321, 0.599], [0.374, -1.356, -1.484], [-0.816, 0.921, 0.956], [0.861, 0.277, 1.902], [-0.434, 0.225, -1.793], [0.845, 1.306, 1.426], [-0.241, -1.091, -0.864], [0.404, -0.398, 0.293], [0.481, -0.149, 0.248], [-0.043, 0.480, 0.069], [-0.117, -0.099, -0.214], [-0.363, 0.018, -0.428], [0.005, 0.028, 0.370], [0.417, 0.674, -0.009], [-0.254, -0.144, -0.200], [-0.041, 0.377, 0.502], [-0.053, 0.008, 0.267], [0.193, -0.244, -0.944], [-0.024, -0.339, -0.353], [-0.448, -0.486, -0.044], [-0.087, -0.321, -0.060], [0.001, 0.002, 0.115], [-0.065, -0.309, -0.050], [0.485, 0.545, 0.364], [-0.533, 0.126, 0.050], [-0.020, -0.258, -0.072], [-0.341, -0.028, -0.392], [-0.067, -0.115, -0.074], [0.667, -0.936, -0.485], [0.348, 2.236, 1.837], [-0.815, -0.347, -2.252], [0.123, 1.370, 0.464], [0.173, -1.137, -0.290], [-2.502, -0.514, -0.568], [0.793, -0.342, 1.266], [0.003, -0.122, 0.258], [0.169, -0.145, -0.029], [-0.114, 0.134, 0.013], [-0.355, 0.394, -0.093], [0.256, -0.164, 0.146], [0.071, -0.340, 0.334], [-0.134, -0.377, -0.360], [-0.239, -0.122, 0.070], [0.366, -0.067, 0.251], [0.325, 0.150, 0.245], [-0.357, -0.918, -0.473], [-0.340, 0.455, -0.365], [0.363, 0.219, 0.361], [0.413, 0.490, 0.129], [0.627, 0.005, 0.184], [0.252, -0.130, -0.268], [-0.070, -0.252, -0.346], [0.113, 0.060, -0.007], [0.499, 0.097, 0.461], [-0.817, -0.964, 0.216], [-0.922, -0.059, -1.701], [-0.760, -0.585, -0.185], [0.489, 1.424, 0.662], [-0.922, 0.400, 0.645], [-1.086, 0.678, -0.242], [0.221, 0.212, 0.373], [2.849, -0.836, -0.909], [-0.107, 0.112, -0.595], [0.089, -0.138, 0.161], [-0.157, -0.363, -0.133], [0.475, -0.184, 0.037], [-0.288, -0.311, 0.267], [0.023, 0.546, 0.186], [0.281, 0.280, 0.189], [-0.148, -0.006, 0.183], [0.128, 0.401, -0.117], [0.177, -0.241, 0.063], [0.268, 0.153, 0.130], [-0.091, -0.271, 0.327], [0.179, 0.005, -0.111], [0.144, -0.325, -0.274], [0.147, 0.014, -0.110], [-0.494, 0.024, 0.344], [-0.374, -0.122, 0.712], [-0.179, 0.162, -0.385], [-0.917, -0.624, 1.121], [1.146, 0.338, -1.043], [0.140, 1.587, -1.905], [-1.523, -2.059, 1.219], [-1.176, 1.210, -1.148], [-0.238, -1.088, 0.281], [-0.168, 0.350, 1.372], [-0.192, 0.003, 0.072], [0.627, -0.511, -0.481], [0.478, 0.392, -0.239], [0.414, -0.384, 0.324], [-0.093, 0.199, -0.216], [-0.306, -0.712, 0.236], [-0.138, 0.413, -0.134], [0.219, 0.392, -0.048], [-0.108, -0.788, -0.143], [-0.084, -0.018, 0.659], [-0.082, -0.005, -0.209], [1.446, 0.221, -0.594], [0.657, 0.407, 0.245], [-0.168, -0.114, -0.115], [-1.531, -0.399, -1.533], [0.563, -0.706, 1.281], [0.246, 0.085, 0.308], [1.189, 1.771, 0.339], [-0.946, -1.224, 1.102], [1.045, 0.337, -0.390], [0.108, -0.878, -0.743], [-0.099, 0.494, -0.374], [-0.221, 0.238, 0.162], [0.313, -0.193, 0.155], [0.320, -0.090, -0.064], [-0.156, -0.225, -0.468], [0.358, 0.103, -0.109], [0.093, -0.045, 0.225], [0.194, 0.042, -0.421], [-0.147, -0.688, -0.010], [-0.192, 0.415, -0.417], [-0.137, 0.162, 0.055], [-0.416, 0.083, 0.253], [-0.944, 0.809, 0.921], [0.403, -0.650, -0.187], [-0.869, -0.597, -0.300], [-0.719, 0.876, -1.211], [0.122, -0.099, 0.460], [1.070, 0.246, -0.634], [0.674, -0.226, -0.113], [0.211, 0.998, -0.980], [0.482, -1.696, 0.087], [-0.055, 0.126, -0.650], [-0.677, 0.612, 0.799], [0.398, -0.723, 0.247], [0.230, 0.048, 0.874], [0.403, 1.073, 0.233], [-0.781, 0.816, -0.575], [-2.167, -0.535, 1.009], [1.968, -0.879, -0.449], [-1.045, 0.142, -1.304], [0.087, 0.797, 0.954], [0.122, -0.031, 0.040], [0.030, 0.221, 0.075], [0.289, -0.284, -0.110], [0.005, 0.116, 0.075], [0.811, -0.160, 1.027], [0.297, 0.285, 0.160], [0.064, -0.257, 0.184], [-0.618, 0.099, 0.169], [-0.152, 0.011, 0.320], [0.178, -0.518, -0.001], [0.103, -0.779, 0.046], [0.342, 1.057, 0.229], [-0.272, -0.308, 0.002], [-0.116, -0.462, 0.115], [0.032, 0.228, 0.434], [0.058, 0.168, 0.188], [-0.115, -0.095, -0.415], [0.130, 0.004, -0.036], [0.374, 0.560, -0.465], [-0.456, -0.192, 0.303], [-0.382, 0.475, -0.242], [-0.206, -0.543, 0.199], [0.208, -0.450, 0.468], [0.192, 0.080, -0.733], [-0.176, -0.042, 0.540], [0.442, -0.691, -0.127], [-0.188, -0.139, -0.231], [0.328, 0.238, 0.545], [-0.103, 0.078, -0.055], [0.388, -0.111, -0.452], [-0.741, 0.782, -0.716], [0.145, -0.010, 0.363], [0.263, 0.037, -0.405], [-0.228, 0.033, 0.166], [0.010, -0.239, -0.013], [0.064, 0.069, -0.292], [0.564, 1.401, 0.426], [-2.176, -0.508, 0.974], [1.284, -1.026, -0.809], [1.135, 0.532, -0.996], [-1.915, 0.181, -0.332], [1.064, 0.838, -0.199], [-0.509, -0.991, 1.160], [0.731, 0.567, 0.932], [-0.391, 1.406, -0.363], [0.971, 0.037, 0.955], [-0.381, -0.302, -0.750], [-1.722, -0.415, 0.003], [0.808, -0.638, 0.376], [-0.538, 0.206, -1.082], [-0.838, 0.086, 0.652], [-2.123, 0.243, 0.682], [1.663, -0.253, -0.111], [-0.347, -0.218, -0.269], [0.040, 0.276, 0.189], [0.288, -0.054, 0.070], [0.553, -0.251, -0.616], [0.022, -0.367, 0.231], [0.449, 0.519, 0.551], [-0.327, -0.617, 0.338], [-0.538, -0.049, -0.342], [-0.241, 0.140, 0.208], [-0.214, -0.015, 0.315], [-0.105, -0.274, -0.207], [0.436, -0.531, 0.178], [-0.348, -0.522, -0.685], [0.033, -0.534, -0.287], [0.080, -0.004, 0.029], [-0.082, 0.344, 0.219], [-0.382, 0.076, -0.670], [0.015, -0.093, -0.064], [0.050, 0.200, 0.062], [0.108, -0.242, -0.562], [0.439, -0.029, 0.089], [-0.035, 0.840, -0.024], [-0.030, -0.072, -0.232], [-0.007, 0.241, -0.119], [0.375, -0.137, -0.076], [-0.438, 0.178, -0.140], [0.202, 0.382, 0.466], [0.264, -0.655, 0.219], [0.203, 0.194, -0.075], [0.604, -0.265, -0.276], [0.525, 0.021, 0.087], [-0.334, 0.157, -0.501], [-0.241, 0.021, 0.392], [0.013, 0.270, -0.350], [0.989, -0.085, 0.385], [0.334, -0.193, -0.118], [-3.540, -2.386, -0.598], [3.339, -0.011, -1.242], [4.051, 3.476, 1.094], [-1.407, -3.485, -2.430], [0.887, 1.498, -0.166], [-0.270, 0.268, 0.881], [-0.530, 1.105, 0.265], [-0.561, -1.332, 0.226], [-1.277, -0.008, -0.116], [-0.027, -0.520, 0.195], [0.630, 0.290, 0.288], [-0.132, 0.238, 0.289], [0.183, -0.262, 0.427], [-0.767, 0.259, 0.133], [-0.578, 2.005, 1.076], [-3.039, -3.980, 1.254], [1.940, 2.188, 0.286], [1.782, 3.501, 0.489], [-0.792, -1.339, -1.806], [0.067, 1.151, -1.083], [-0.360, -0.192, -0.260], [1.480, -0.952, 1.867], [1.273, -1.954, -1.933], [-0.155, -0.543, 0.450], [-0.508, 0.649, 0.234], [0.087, -0.349, 0.256], [-0.023, -0.107, 0.337], [0.163, -0.275, 0.261], [-0.865, 1.181, 0.268], [-0.793, 1.190, 0.239]],
  "mulliken_charge": [-1.274, 0.127, -1.222, 0.746, -1.537, -0.432, -0.651, -0.690, -0.650, 0.377, 0.232, 0.234, 0.586, -0.062, 0.579, 0.497, 0.652, 0.449, 0.358, 0.407, 0.038, 0.327, 0.428, 0.449, 0.343, 0.413, 0.262, -1.370, -0.179, -0.688, 0.406, -0.986, -0.601, -1.074, 0.117, -0.794, 0.407, 0.411, 0.182, 0.195, 0.307, 0.523, 0.430, 0.021, 0.290, 0.591, 0.358, 0.476, 0.242, 0.522, -0.377, 0.659, 0.144, 0.640, 0.111, 1.484, -0.959, 1.020, -1.903, -0.181, 0.165, -0.478, -0.098, 0.059, -0.081, -0.637, -0.746, 0.055, 0.465, 0.238, 0.588, 0.717, 0.451, 0.296, 0.139, 0.593, -0.456, -0.166, 0.540, -0.458, 0.222, -1.510, 0.023, -0.797, 0.329, -1.177, 0.374, 0.103, -0.797, -0.685, 0.416, 0.258, 0.436, 0.254, 0.356, 0.490, 0.330, 0.420, 0.432, 0.453, -0.404, -0.273, 0.475, 0.014, 0.579, 0.210, 0.451, 0.364, -0.841, 0.923, -1.086, -0.636, -0.245, -0.901, -0.544, -0.247, 0.582, 0.386, 0.308, 0.381, 0.344, 0.077, 0.655, -0.119, 0.505, 0.270, 0.438, 0.282, 0.334, -0.858, -0.137, -1.197, -0.801, -0.257, -0.481, -0.526, 0.408, 0.420, 0.359, 0.470, 0.396, 0.608, 0.357, 0.409, 0.334, 0.333, 0.153, 0.338, 0.293, 0.333, -1.289, 1.257, -0.192, -1.083, 0.594, -1.202, -0.073, -0.572, -1.109, -0.737, -0.929, -0.497, -1.371, -0.994, -0.754, -0.531, -1.226, 0.770, 0.058, -0.062, -1.154, 0.698, 0.498, -0.132, 0.051, 0.592, 0.531, 0.807, 0.493, -0.205, 0.262, 0.433, 0.426, 0.000, 0.392, 0.727, 0.333, 0.644, 0.267, 0.210, 0.416, 0.408, 0.354, 0.340, 0.644, 0.665, 0.368, 0.270, 0.354, 0.344, 0.477, 0.235, 0.292, -1.068, -0.711, -0.759, -0.810, 0.283, -0.198, -0.705, -0.808, -0.803, -1.008, -0.455, -0.686, -1.146, -0.262, 0.082, 2.148, -1.074, 0.325, 0.380, 0.157, 0.465, 0.295, 0.362, 0.471, 0.744, 0.296, 0.874, -0.355, 0.358, 0.558, 0.402, 0.395, 0.060, 0.450, 0.225, 0.812, 0.632, 0.198, 0.132, 0.356, 0.370, 0.325, 0.395, 0.301, -0.616, 0.924, 0.157, -0.575, -1.123, -0.507, 0.352, 0.453, -0.089, 0.612, -0.407, -0.846, 0.774, -0.255, -0.271, -0.295, 0.421, -1.353, 0.376, 0.357, 0.333, 0.093, -0.020, -0.367, -0.512, -0.340, -0.755, 0.391, 0.079, -0.399, 0.001, 0.981, -1.652, 0.048, 0.287, 0.515, 0.498, -0.459, 0.326]
}